# 1
This record from the OMol25 dataset describes the ion C5H15N2 with charge +1 at a distorted geometry. The level of theory is ωB97M-V/def2-TZVPD.

Output
Electronic energy = -8400.0149 eV
Net charge = +1
Highest occupied orbital energy = -12.76 eV
Relative energy (zero: lowest compared OMol25 entry of this formula, charge and spin) = 256.8 kJ/mol
E_LUMO = -0.1205 Ha

```
22
Properties=species:S:1:pos:R:3:forces:R:3
N 1.40725 1.12192 -0.52577 -2.7762 0.1588 0.5401
C -0.00254 1.35212 0.14160 -2.7754 0.1385 -1.4794
C -0.07140 2.29182 1.30784 -1.2118 -2.1180 3.2357
C -0.54533 -0.02668 0.52639 -0.4944 -0.2273 2.3843
N -0.19606 -1.08239 -0.38968 1.3612 -0.6103 0.9577
C 0.41144 -2.23764 0.32009 1.1102 -1.2013 0.4801
C -1.16641 -1.40632 -1.42688 2.3923 -0.6206 -0.9229
H 1.32181 0.30241 -1.14276 -0.2862 -0.3326 0.2953
H 1.73110 1.90167 -1.04396 0.4042 1.1397 -0.5417
H 2.02769 0.91737 0.21566 1.1859 -0.3705 0.9405
H -0.76522 1.85732 -0.59284 2.0393 -1.1716 0.4249
H 0.50651 2.00286 2.22907 -0.1262 0.0997 -1.0629
H 0.20178 3.19400 0.97808 1.4228 3.7611 -0.8792
H -1.12166 2.51110 1.77149 1.4692 -1.0330 -1.4180
H -0.08527 -0.23169 1.59046 -0.7922 0.0756 -1.9684
H -1.67427 0.06830 0.74257 1.5525 -0.0406 -0.4819
H -0.33519 -2.77355 0.89700 -0.5096 -0.1922 0.1299
H 0.79604 -3.04246 -0.43354 -0.2450 1.7948 1.3382
H 1.19382 -1.97765 1.20512 -1.3973 -0.2086 -2.6633
H -0.95625 -2.37631 -1.87809 1.5108 0.0588 -0.4695
H -0.98905 -0.65055 -2.20718 -1.4296 -0.3247 0.1213
H -2.08466 -1.81935 -1.13726 -2.4047 1.2242 1.0394
```
Forces are in eV/Å.

=====

# 2
This record from the OMol25 dataset describes the ion C5H15N2 with charge +1 at a distorted geometry. The level of theory is ωB97M-V/def2-TZVPD.

Output
Electronic energy = -8400.5827 eV
Net charge = +1
Highest occupied orbital energy = -13.94 eV
Relative energy (zero: lowest compared OMol25 entry of this formula, charge and spin) = 202.0 kJ/mol
E_LUMO = -0.1048 Ha

```
22
Properties=species:S:1:pos:R:3:forces:R:3
C 0.95394 -1.03216 -0.45241 0.7666 -2.5077 -1.5684
N 1.40811 -0.18252 0.68212 -0.1419 -0.1140 0.5895
C 2.86390 0.29046 0.67555 -1.8124 -3.0058 -0.0149
C -0.09918 -0.18773 -1.37284 0.4692 0.0336 3.9408
N -0.57657 0.86951 -0.35378 -0.7533 -0.2986 -1.2736
C -1.60426 0.33414 0.71829 0.1019 1.0396 -1.3802
C -2.98762 0.00748 0.00453 2.3989 -0.1952 -0.2723
H 0.52433 -2.06144 -0.09536 0.2814 2.2981 -0.2427
H 1.87519 -1.45241 -0.99935 -1.2765 1.1855 0.4501
H 1.19657 -0.64008 1.55494 0.0248 -0.2385 0.3348
H 3.00069 0.95245 1.48982 0.4022 0.3126 0.9250
H 2.82680 0.82120 -0.21370 1.1263 1.0034 -1.8231
H 3.44685 -0.67672 0.66165 -0.1047 1.6155 0.0415
H -0.90150 -0.86352 -1.59383 -0.2565 -0.2844 -0.5246
H 0.30999 0.28686 -2.25161 0.2296 0.0543 -0.0225
H -0.91302 1.67443 -0.95509 0.0717 -1.1254 1.6209
H 0.67863 0.62820 0.57215 0.4521 0.1205 -0.2502
H -1.52141 1.05823 1.61997 -0.7873 -0.9221 -1.7487
H -1.24724 -0.63616 1.13253 0.1289 0.5804 -0.5806
H -2.76895 -0.48081 -0.97371 0.0720 -0.0447 0.8457
H -3.47350 -0.69782 0.62514 -0.9697 -0.5704 0.4636
H -3.61487 0.80545 -0.31066 -0.4233 1.0634 0.4900
```
Forces are in eV/Å.

=====

# 3
This record from the OMol25 dataset describes the ion C5H15N2 with charge +1 at a distorted geometry. The level of theory is ωB97M-V/def2-TZVPD.

Output
Electronic energy = -8401.7550 eV
Net charge = +1
Highest occupied orbital energy = -14.25 eV
Relative energy (zero: lowest compared OMol25 entry of this formula, charge and spin) = 88.9 kJ/mol
E_LUMO = -0.1007 Ha

```
22
Properties=species:S:1:pos:R:3:forces:R:3
N 2.33383 -0.11122 -0.65077 -0.4216 1.0066 1.1471
C 2.13221 -0.18894 0.78658 -1.9477 -1.3803 0.5030
C 0.83996 0.57489 1.28249 -0.5220 0.7829 -0.4049
N -0.08259 0.76640 0.12674 -0.0170 -0.0185 -3.0415
C -1.31768 -1.31878 0.16578 -0.2946 -0.3734 0.9855
C -1.51814 0.19091 -0.02126 1.7084 -0.1663 1.1144
C -2.01591 0.60317 -1.38410 -0.6140 -0.4958 0.2775
H 3.11381 0.50238 -0.82829 0.1203 -0.4365 -0.8176
H 0.43579 0.31067 -0.65490 0.3145 -0.2227 0.1713
H 2.32274 -1.01933 -1.07916 0.7414 0.0694 -0.2608
H 1.91474 -1.25652 1.00448 0.4592 0.6170 0.2348
H 2.91412 0.16559 1.43665 0.6584 -0.0755 -0.1799
H 0.25562 0.02363 2.02317 0.4581 0.0863 0.1258
H 1.05762 1.59005 1.63971 0.0681 -0.4694 0.1755
H -0.09535 1.68438 -0.33731 0.0160 0.3523 1.1635
H -1.93253 -1.94944 -0.46727 -0.3424 0.2302 -0.0845
H -0.29492 -1.68294 0.01023 -0.0388 0.4390 -0.2180
H -1.53499 -1.57684 1.20843 -0.1042 -0.1432 -0.2234
H -1.97268 0.69605 0.83583 -0.8177 -0.4824 -0.3496
H -1.33156 0.14815 -2.13084 -0.4068 0.8527 0.0587
H -2.21356 1.68053 -1.40000 0.6109 -0.0840 -0.5457
H -3.01055 0.16722 -1.56619 0.3715 -0.0886 0.1687
```
Forces are in eV/Å.

=====

# 4
This record from the OMol25 dataset describes the ion C5H15N2 with charge +1. The level of theory is ωB97M-V/def2-TZVPD.

Output
Electronic energy = -8402.0165 eV
Net charge = +1
Highest occupied orbital energy = -13.28 eV
Relative energy (zero: lowest compared OMol25 entry of this formula, charge and spin) = 63.7 kJ/mol
E_LUMO = -0.1116 Ha

```
22
Properties=species:S:1:pos:R:3:forces:R:3
C 0.63615 -0.88257 -0.97702 0.7350 0.0389 -0.4507
N 0.18767 0.48505 -1.08744 -0.7755 0.4101 -0.0453
C 1.06442 1.57811 -0.63401 0.0669 -0.2759 -0.0455
C 0.25143 2.70670 -0.03734 0.0452 0.1784 -0.1349
C 0.66629 -1.27485 0.48530 -0.1343 -0.8098 0.3125
N -0.66536 -0.89813 1.06141 -0.1230 0.5801 0.8034
C -1.76515 -1.83105 0.75642 -0.4372 -0.6211 -0.3097
H 1.59668 -1.06119 -1.46058 0.4239 -0.0589 0.3096
H -0.02969 -1.54584 -1.52653 -0.3069 0.1220 0.0483
H -0.12871 0.69274 -2.02333 -0.2006 -0.1537 -0.0129
H 1.66112 1.95405 -1.46834 0.1785 -0.0601 0.1021
H 1.73808 1.17306 0.11037 0.3330 -0.0422 0.1420
H 0.87479 3.47199 0.41568 0.2371 -0.0150 0.0529
H -0.29414 3.20727 -0.83444 -0.3786 -0.0338 0.1229
H -0.42637 2.33972 0.73734 -0.1164 0.0785 -0.1324
H 0.80315 -2.34418 0.67217 -0.1263 0.0470 -0.3708
H 1.43801 -0.81212 1.09201 -0.0014 0.4876 -0.1729
H -0.57000 -0.77676 2.07414 -0.1440 -0.0211 -0.2150
H -0.90424 0.02037 0.64751 0.2808 0.0447 -0.1718
H -1.87737 -1.89629 -0.32181 0.1846 -0.1370 -0.0215
H -1.52284 -2.79874 1.18546 -0.0199 -0.0803 -0.1067
H -2.73391 -1.50735 1.13302 0.2789 0.3216 0.2966
```
Forces are in eV/Å.

=====

# 5
This record from the OMol25 dataset describes a cluster of 3 separate species, C5H15N2O in total at a distorted geometry. The level of theory is ωB97M-V/def2-TZVPD.

Output
Electronic energy = -10440.5363 eV
Net charge = +1
Highest occupied orbital energy = -13.53 eV
Relative energy (zero: lowest compared OMol25 entry of this formula, charge and spin) = 967.2 kJ/mol
E_LUMO = -0.3471 Ha

```
23
Properties=species:S:1:pos:R:3:forces:R:3
C -0.76108 -1.44149 -0.38285 -0.4343 -1.9492 -2.1502
C 0.45914 -0.99239 0.29397 1.6019 -0.5601 0.1604
C 1.54648 -0.43871 -0.58215 1.6598 1.0451 0.3900
C 2.86670 -0.80052 -0.48697 -3.2331 0.2819 -0.3438
C 0.82504 2.03335 -0.92272 0.8802 -1.7745 -1.1788
N 1.21482 0.70009 -1.54072 -0.1217 -0.6878 2.5888
N -1.50711 -0.49321 -1.25513 0.7282 -0.2050 2.7022
H -1.32981 -1.97053 0.35285 -1.2370 0.1789 0.5385
H -0.40514 -2.38924 -0.94251 -0.6048 1.4476 -0.2966
H 0.08492 -0.30280 1.06210 -0.1380 0.8358 0.6619
H 0.78281 -1.92091 0.88933 0.1880 1.5881 -0.6721
H 3.48649 -0.44464 -1.23631 1.2973 0.9379 -1.1717
H 3.30030 -1.49122 0.18686 -0.0902 -0.6429 0.7868
H -0.06153 2.31606 -1.49156 0.1566 0.6224 0.1968
H 1.69435 2.75710 -1.05788 -1.2454 -0.7683 0.3468
H 0.59369 1.92158 0.16335 0.0582 0.0860 -0.2284
H 0.49069 0.32304 -2.13491 0.0213 0.5195 -0.5016
H -2.42923 -0.90300 -1.34004 -0.4856 0.1195 -0.1987
H -1.68174 0.40190 -0.58030 0.3958 -0.3767 -0.6590
H -1.59562 1.19690 0.72731 0.6150 -0.7042 -0.9874
H -1.98661 0.79122 2.84918 -0.3472 -0.3842 1.7649
H -3.29446 0.60743 3.65697 1.8697 -0.1768 0.5225
O -2.29310 0.53998 3.77213 -1.5349 0.5668 -2.2711
```
Forces are in eV/Å.

=====

# 6
This record from the OMol25 dataset describes a cluster of 2 separate species, C5H15N2O in total at a distorted geometry. The level of theory is ωB97M-V/def2-TZVPD.

Output
Electronic energy = -10445.2595 eV
Net charge = +1
Highest occupied orbital energy = -12.75 eV
Relative energy (zero: lowest compared OMol25 entry of this formula, charge and spin) = 511.5 kJ/mol
E_LUMO = -0.2598 Ha

```
23
Properties=species:S:1:pos:R:3:forces:R:3
N 4.33685 -0.16973 -0.11233 -0.2358 1.2035 -0.7530
C -2.16174 -0.11804 1.73239 0.2119 0.3393 0.3096
C -1.32982 0.57520 0.70288 -4.1654 -0.8488 -1.5219
N -1.24772 -0.01007 -0.53756 3.4898 2.1757 1.7603
C -2.33810 0.06710 -1.47516 -2.7230 -2.8039 0.6209
C 0.16428 0.22847 -1.08397 -1.9057 0.6854 0.3611
C 1.06675 -0.61346 -0.15120 -0.9520 -0.5896 -1.2743
O 1.20678 -0.06293 1.11945 -3.1120 1.7428 0.1270
H 3.80359 -0.34243 0.73178 0.7863 -0.2572 0.1863
H 4.53327 0.83353 -0.15534 -0.3771 -0.3004 0.0700
H -2.84725 -0.88842 1.39076 0.2220 -0.1939 -0.7087
H -2.76633 0.56134 2.33941 0.5460 0.0812 0.1845
H -1.43204 -0.68377 2.36016 -0.4129 0.4148 0.0265
H 0.24219 0.40016 1.29295 3.0805 -1.0352 0.2313
H -1.33183 1.70020 0.75212 1.9265 -0.8797 0.3956
H -2.62701 1.06444 -1.80663 1.0478 0.0957 -0.5649
H -3.27760 -0.20801 -0.93444 0.6142 -0.1222 -0.2235
H -2.19130 -0.77898 -2.18203 -0.1896 1.2646 -0.1500
H 0.13444 -0.02832 -2.15755 0.3741 0.0307 0.6231
H 0.26393 1.31248 -0.93058 0.8835 -0.0976 -0.3499
H 2.04401 -0.69954 -0.62589 0.2035 -0.2358 0.1710
H 0.49672 -1.56304 -0.08384 0.8882 -0.0462 -0.0925
H 5.25793 -0.57619 -0.18541 -0.2008 -0.6232 0.5715
```
Forces are in eV/Å.

=====

# 7
This record from the OMol25 dataset describes a cluster of 3 separate species, C5H15N2O in total at a distorted geometry. The level of theory is ωB97M-V/def2-TZVPD.

Output
Electronic energy = -10446.7069 eV
Net charge = +1
Highest occupied orbital energy = -12.27 eV
Relative energy (zero: lowest compared OMol25 entry of this formula, charge and spin) = 371.9 kJ/mol
E_LUMO = -0.2589 Ha

```
23
Properties=species:S:1:pos:R:3:forces:R:3
C -0.04374 0.82243 2.45751 0.5022 0.1313 0.2898
C 0.45958 0.98613 1.10072 0.1857 -0.0056 0.3967
C 1.37045 0.13114 0.45751 0.0618 -0.1015 -0.4801
C 1.93562 -0.98347 0.98643 0.4455 1.0756 0.4392
N 0.13867 1.16350 -2.54026 0.6122 0.0413 0.2554
C -0.62802 -0.03208 -2.20768 -0.1628 0.2059 -0.2292
N -1.62702 0.28299 -1.21156 0.8910 0.4770 0.2505
H -1.06216 0.43406 2.45621 -0.3022 -0.0049 -0.1700
H -0.08038 1.79819 2.95374 -0.1263 -0.0615 -0.0951
H 0.57062 0.14129 3.04554 -0.1360 -0.0634 -0.0090
H 0.18155 1.87854 0.55656 -0.1787 0.0308 -0.1549
H 0.43114 1.26250 -3.50300 -0.1595 -0.1537 0.0328
H 0.04565 -0.76067 -1.76362 0.0703 -0.3200 -0.0287
H 1.63639 0.39547 -0.55461 -0.1550 0.0784 -0.3000
H 1.88779 -1.24905 2.03712 -0.2975 -0.2203 -0.0917
H 2.62374 -1.51584 0.35985 0.1666 -0.4946 -0.1033
H -0.32522 1.99805 -2.23189 -0.3156 0.1747 -0.0783
H -1.05057 -0.49106 -3.10700 -0.0929 0.0054 0.0748
H -2.56419 0.40150 -1.53993 -0.3076 0.0216 -0.0977
H -1.56313 -0.31010 -0.40855 -0.5338 -0.5151 -0.0305
H -1.15775 -2.79397 1.11019 0.1074 0.2260 -0.0921
H -0.14772 -1.62056 0.87195 -0.0634 -0.4779 0.1041
O -1.03132 -1.93899 0.67481 -0.2115 -0.0494 0.1174
```
Forces are in eV/Å.

=====

# 8
This record from the OMol25 dataset describes a cluster of 2 separate species, C5H15N2O in total at a distorted geometry. The level of theory is ωB97M-V/def2-TZVPD.

Output
Electronic energy = -10445.0980 eV
Net charge = +1
Highest occupied orbital energy = -10.51 eV
Relative energy (zero: lowest compared OMol25 entry of this formula, charge and spin) = 527.1 kJ/mol
E_LUMO = -0.1164 Ha

```
23
Properties=species:S:1:pos:R:3:forces:R:3
C -1.71344 -0.99625 -0.37627 -0.8053 1.4216 4.2007
C -1.09301 2.57213 1.09764 -0.1335 -2.3154 -2.0256
C 1.97959 -2.06414 -0.86495 -2.4468 0.3606 -0.3086
C 1.17003 0.34227 -0.99267 -2.4083 2.0173 4.0312
C -1.20808 0.13079 0.46157 0.6176 1.9736 0.1664
N -1.63219 1.38982 0.38164 -1.6162 -0.6232 -0.8021
N 1.89270 -0.68949 -0.19703 3.1272 -0.7150 -3.8183
O -0.46180 -0.19867 1.56529 -0.3797 -0.3497 -1.3894
H -0.93069 -1.65532 -0.24379 0.9293 -2.1478 -0.5314
H -2.68636 -1.29024 0.01141 0.0735 -0.7361 0.8476
H -1.99984 -0.68827 -1.27662 -0.0320 1.1699 -4.1623
H -0.11042 2.19553 1.21557 1.4355 1.0311 0.6655
H -1.26162 3.46771 0.52729 0.4241 0.1598 -0.3963
H -1.66344 2.59731 1.94490 -0.8892 0.6503 2.7487
H 1.04450 -2.55055 -1.23324 -0.0261 1.1024 1.0020
H 2.43813 -1.91730 -1.75082 1.8280 0.7856 -2.9858
H 2.52013 -2.84235 -0.41919 0.9185 -0.4594 1.7484
H 1.29640 1.43927 -0.55722 0.3164 -2.5590 -0.7996
H 1.40575 0.26240 -1.97558 0.8043 -0.1666 -2.8456
H -2.48329 1.57669 -0.15745 0.7204 -0.4467 -0.1540
H 1.39713 -0.91097 0.58169 -1.1216 0.1851 3.7000
H 2.90393 -0.39487 -0.10053 -1.3518 -0.6453 0.9237
H -0.80410 0.22450 2.35837 0.0156 0.3070 0.1849
```
Forces are in eV/Å.